Computed, not measured: 6 unconnected molecules or ions with the total composition C29H67N2O24P3S6, with ωB97M-V with the def2-TZVPD basis set.

Values from the calculation:
Maximum force: 2.4 eV/A
SMILES string: CCCON(c1cccnc1)[C@@](O)(CO[C@H](PP(=O)(O)O)P(O)(O)=S)OCCC.CCOS(C)(=O)=O.CCOS(C)(=O)=O.CCOS(C)(=O)=O.CCOS(C)(=O)=O.CCOS(C)(=O)=O
Gap between HOMO and LUMO: 9.09 eV
DFT total energy: -6473.60704 Eh
E_HOMO: -9.04 eV
Energy above the lowest of the compared OMol25 structures with the same formula, charge and spin: 72.7 kJ/mol

The geometry in ORCA input format:
```
! RIJCOSX wB97M-V def2-TZVPD def2/J DEFGRID3
* xyz 0 1
C 0.68611 -5.28533 1.49471
C 0.06215 -5.05396 0.08173
C -1.31227 -4.37712 0.20227
O -1.25158 -3.00989 0.59658
N -0.48511 -2.25506 -0.28417
C -1.06149 -2.01908 -1.57762
C -0.45070 -2.65216 -2.66809
C -1.04670 -2.43304 -3.89394
C -2.15232 -1.62377 -4.07146
N -2.74249 -1.02486 -3.03815
C -2.18900 -1.26018 -1.85875
C 0.35349 -1.26838 0.33718
O 1.42867 -1.97051 0.97349
C 0.97626 -0.21651 -0.60059
O 1.65627 -0.68540 -1.75177
C 2.95612 -1.17315 -1.55827
P 4.16107 -0.00644 -0.73345
P 6.00332 -1.16588 -0.59393
O 6.98553 -0.91197 -1.65848
O 5.57564 -2.72982 -0.58021
O 6.67658 -0.88160 0.84765
P 3.55692 -1.60099 -3.30910
O 4.28246 -3.07685 -3.33636
O 2.21200 -1.71894 -4.19941
S 4.66958 -0.27081 -4.15154
O -0.20012 -0.57470 1.43602
C -1.45890 0.03341 1.18770
C -1.88191 0.74419 2.49177
C -3.35776 1.17739 2.31995
H 1.64085 -4.75777 1.59755
H 0.86958 -6.35097 1.66608
H 0.00287 -4.91563 2.26559
H 0.71501 -4.46804 -0.57387
H -0.07887 -6.03990 -0.37764
H -1.86571 -4.88269 1.00222
H -1.89009 -4.51765 -0.72584
H 0.42068 -3.28727 -2.54941
H -0.61706 -2.92479 -4.76820
H -2.52752 -1.48867 -5.08543
H -2.68733 -0.79640 -1.00410
H 1.58198 -2.76508 0.45065
H 0.15833 0.41464 -0.97634
H 1.56042 0.45359 0.04295
H 2.96032 -2.13790 -1.02622
H 4.40505 1.12363 -1.54369
H 6.36903 -3.27414 -0.69078
H 7.60565 -1.13993 0.72865
H 5.21848 -2.85595 -3.50148
H 2.37789 -1.17433 -4.98679
H -1.45719 0.80765 0.40577
H -2.23662 -0.72477 1.01872
H -1.87423 -0.03467 3.26667
H -1.20425 1.56077 2.75316
H -4.04254 0.33761 2.49014
H -3.50282 1.49261 1.27657
H -3.62237 1.96514 3.03045
C -4.38600 2.99106 8.05348
C -3.30487 4.00438 7.72926
O -1.98864 3.40973 7.70964
S -1.60369 2.47973 6.47489
C 0.11652 2.33485 6.82535
O -1.77458 3.22199 5.26350
O -2.20868 1.19635 6.65085
H -4.47765 2.24340 7.26644
H -5.35083 3.48744 8.15935
H -4.15125 2.46157 8.97760
H -3.50619 4.50861 6.78299
H -3.28599 4.77080 8.50187
H 0.58289 3.31172 6.72750
H 0.53600 1.64137 6.09899
H 0.23854 1.94009 7.83085
C -9.42531 0.44545 1.22828
C -9.74510 -0.83515 1.97542
O -8.56782 -1.47037 2.50819
S -7.86958 -0.81021 3.78096
C -6.76142 -2.12979 4.14521
O -8.83078 -0.70370 4.83485
O -7.10089 0.31850 3.35521
H -9.03343 1.20832 1.89975
H -10.32385 0.84293 0.75524
H -8.66849 0.26507 0.46441
H -10.46778 -0.65832 2.77439
H -10.19124 -1.55401 1.28971
H -7.33517 -3.00579 4.43596
H -6.12930 -1.80136 4.96791
H -6.15402 -2.33197 3.26646
C 6.73424 0.25404 -7.56688
C 5.22076 0.33801 -7.55280
O 4.71991 1.32090 -8.48757
S 4.76527 0.97851 -10.04063
C 3.77721 2.32918 -10.59256
O 4.06244 -0.24640 -10.26795
O 6.09851 1.16476 -10.52348
H 7.10146 -0.12208 -8.52118
H 7.08219 -0.41927 -6.78289
H 7.17508 1.24018 -7.41521
H 4.76940 -0.63709 -7.74860
H 4.88995 0.65592 -6.56625
H 2.76925 2.21449 -10.20298
H 3.76772 2.29880 -11.68018
H 4.22753 3.25722 -10.24986
C -1.31169 10.98827 7.66537
C -1.01214 9.63061 7.05957
O -0.59561 8.66675 8.04634
S -1.70044 8.07149 9.02742
C -0.71740 6.78898 9.72871
O -2.74582 7.48480 8.24378
O -1.98299 9.02936 10.04962
H -2.17601 10.94495 8.32682
H -1.52471 11.71471 6.88065
H -0.46627 11.33889 8.25791
H -1.86867 9.24725 6.50188
H -0.18420 9.72031 6.35804
H -0.46658 6.06866 8.95360
H -1.31305 6.31504 10.50643
H 0.17769 7.22876 10.16116
C 5.33813 -6.76506 -8.52417
C 3.98965 -6.08092 -8.64319
O 3.41340 -5.77135 -7.36015
S 4.04080 -4.56255 -6.52771
C 2.80341 -4.44379 -5.29244
O 4.01310 -3.38293 -7.34023
O 5.25780 -5.00408 -5.91398
H 6.08273 -6.09925 -8.08984
H 5.69516 -7.07328 -9.50734
H 5.26837 -7.64060 -7.87786
H 4.05653 -5.17607 -9.25048
H 3.28558 -6.74962 -9.13643
H 1.86608 -4.13899 -5.75204
H 3.15533 -3.68161 -4.58061
H 2.69821 -5.40628 -4.79555
*
```